(1)
This record from OMol25 describes C18H25F7IrN2O5SSe2 as an isolated structure. The level of theory is ωB97M-V with the def2-TZVPD basis set.

```
61
C18H25F7IrN2O5SSe2 ωB97M-V with the def2-TZVPD basis set
Ir 0.59582 0.27067 0.76490
C -0.14036 1.53046 -2.11476
C -1.09000 2.21599 -1.14597
N -1.18528 1.65528 0.24088
C -1.47684 2.80576 1.13724
C -1.57014 2.52198 2.62097
C -2.26961 0.65902 0.32021
C -2.02272 -0.51918 -0.60436
N -0.73138 -1.09190 -0.28752
C -0.32928 -2.22314 -0.92975
C 0.48582 -3.17590 -0.27957
F 0.77234 -3.02430 1.01973
C 0.95422 -4.30935 -0.90753
F 1.71753 -5.16478 -0.19957
C 0.63441 -4.61964 -2.21683
C -0.18605 -3.72164 -2.86500
F -0.53600 -3.94504 -4.14880
C -0.64669 -2.57064 -2.25761
F -1.39186 -1.73492 -3.02056
H -0.15783 2.09437 -3.05119
H -0.39294 0.49841 -2.33738
H 0.87798 1.57490 -1.73138
H -2.10816 2.25427 -1.55776
H -0.74713 3.24192 -1.03780
H -2.41431 3.26271 0.78215
H -0.67638 3.52438 0.97284
H -2.31534 1.76760 2.87716
H -1.85982 3.44900 3.11907
H -0.61178 2.20326 3.02417
H -3.22660 1.13862 0.06206
H -2.33163 0.30451 1.34908
H -2.14638 -0.19702 -1.64108
H -2.82569 -1.24867 -0.41597
H 1.00201 -5.51126 -2.69882
O 4.58536 -1.22584 4.65858
C 4.36890 0.13332 4.29038
C 3.22525 0.24221 3.26116
C 3.14725 1.75307 2.90484
O 1.95264 2.34817 3.36659
C 1.98197 -0.27230 3.97955
Se 0.32076 -0.55566 2.99411
C 3.62152 -0.65782 2.07477
Se 2.83375 -0.33742 0.30690
H 5.32632 -1.25859 5.26836
H 5.27904 0.55091 3.84320
H 4.10867 0.73771 5.16921
H 3.26836 1.88872 1.82725
H 3.99927 2.26363 3.37506
H 1.90388 3.19113 2.88043
H 1.71736 0.41136 4.78554
H 2.21731 -1.24488 4.41079
H 3.40258 -1.69952 2.31023
H 4.69746 -0.58775 1.90314
F 1.91888 5.34105 -1.86893
C 1.71902 5.60174 -0.56909
F 2.36692 6.73750 -0.27819
F 0.40472 5.82967 -0.40579
S 2.28103 4.20899 0.49229
O 3.68148 4.08490 0.18952
O 1.95103 4.67949 1.83004
O 1.42754 3.11638 0.06160
```

Molecular weight = 864.6 u
Spin multiplicity = 5
DFT total energy = -195678.6097 eV
E_LUMO (spin up / spin down) = 2.461 / 1.252 eV
Orbital gap (spin up / spin down) = 6.46 / 6.01 eV
ΔE to the lowest compared entry with this formula, charge and spin = 13.4 kcal per mole
Charge = -1


(2)
This record from OMol25 describes C38H35N5NaPS6Se2 as an isolated structure. The level of theory is ωB97M-V with the def2-TZVPD basis set.

```
88
C38H35N5NaPS6Se2 ωB97M-V with the def2-TZVPD basis set
Na 0.18955 1.35331 0.39275
Se -1.34050 2.18327 4.86428
Se 1.40660 -0.57787 3.25636
C 2.37630 0.99421 2.77604
C 3.66138 1.29933 3.27608
C 4.28046 2.48368 2.91613
C 3.63357 3.38279 2.06300
C 2.38339 3.02069 1.60604
N 1.78009 1.86588 1.93782
C -2.66013 1.17594 3.98368
C -3.53311 0.31626 4.59516
C -4.51284 -0.36386 3.86216
C -4.57106 -0.14837 2.46737
C -3.69752 0.67528 1.84564
N -2.70646 1.38189 2.57656
H 4.14206 0.59255 3.93757
H 5.26796 2.71686 3.30024
H 4.08134 4.32146 1.76128
H 1.82610 3.67551 0.93405
H -3.44939 0.17790 5.66506
H -5.19853 -1.04321 4.35302
H -5.31352 -0.65081 1.85861
H -3.66966 0.85854 0.78041
N -2.35117 1.01756 -1.61359
C -3.04947 -0.16281 -1.81896
C -4.26627 -0.13738 -2.52329
C -4.98303 -1.29753 -2.74376
C -4.50511 -2.52385 -2.28616
C -3.31727 -2.54923 -1.57853
C -2.59078 -1.38929 -1.30160
P -1.04606 -1.43355 -0.29043
C -0.05316 -2.57298 -1.35069
C 0.00490 -3.95679 -1.20663
C 0.75682 -4.72692 -2.09037
C 1.45966 -4.12211 -3.12376
C 1.40876 -2.74058 -3.27375
C 0.65997 -1.97445 -2.39265
C -1.52255 -2.49962 1.12947
C -0.50070 -3.09328 1.87555
C -0.77965 -3.81421 3.02652
C -2.09251 -3.94605 3.46488
C -3.11597 -3.34970 2.74397
C -2.83248 -2.62964 1.58619
H -2.62207 1.82576 -2.14784
H -1.34675 0.95586 -1.55435
H -4.62628 0.81227 -2.90953
H -5.91627 -1.24947 -3.29417
H -5.05285 -3.43968 -2.47746
H -2.94000 -3.49815 -1.21358
H -0.53044 -4.44182 -0.39941
H 0.79271 -5.80360 -1.96631
H 2.04934 -4.72356 -3.80676
H 1.96747 -2.25527 -4.06658
H 0.64859 -0.89360 -2.49833
H 0.53139 -2.98932 1.56511
H 0.03448 -4.25346 3.59244
H -2.31283 -4.50317 4.36920
H -4.14296 -3.43511 3.08321
H -3.63969 -2.16050 1.04054
C 3.95243 -2.96013 0.15421
C 3.51796 -1.62678 -0.36033
C 4.03755 -0.78392 -1.31963
C 3.17311 0.33651 -1.34126
N 2.17515 0.17286 -0.47717
N 2.41318 -1.02297 0.10059
C 3.29136 1.59254 -2.14704
H 4.94342 -3.20381 -0.22758
H 3.25990 -3.74447 -0.16522
H 3.98969 -2.96202 1.24772
H 4.92769 -0.94225 -1.91418
H 1.92482 -1.22128 0.98091
H 3.93628 1.44417 -3.01558
H 3.71071 2.40115 -1.54148
H 2.31140 1.91922 -2.48709
S -0.86500 3.10470 2.88104
C -1.88736 2.22201 1.91592
C 1.00324 6.70632 -0.68245
S 2.45097 5.68757 -1.05540
C 1.96317 4.97335 -2.57801
C 0.95936 4.08118 -2.76305
S -0.17029 3.41807 -1.64244
S 0.79513 3.58832 -4.44626
C 2.08321 4.48582 -5.15379
S 2.47786 4.43720 -6.75886
S 2.88539 5.45015 -3.98769
H 1.16711 7.12911 0.31135
H 0.11616 6.07312 -0.67254
H 0.90249 7.50829 -1.41264
```

Molecular weight = 966.0 u
Spin multiplicity = 2
DFT total energy = -256836.5087 eV
E_LUMO (spin up / spin down) = 1.915 / 1.536 eV
Orbital gap (spin up / spin down) = 6.01 / 6.00 eV
ΔE to the lowest compared entry with this formula, charge and spin = 31.2 kcal per mole
Charge = -1